# 1
This record from OMol25 describes a structure of composition C16H25IrN5O5 in a non-equilibrium geometry. The level of theory is ωB97M-V with the def2-TZVPD basis set.

Atoms and positions in Å:
O1 4.258 2.366 -1.796
H1 4.450 2.762 -2.652
Ir1 0.000 0.000 0.000
N1 -1.747 -0.482 -0.774
N2 0.624 -0.455 -1.806
O2 -3.025 -0.462 -0.182
O3 1.942 -0.506 -2.305
C1 -1.692 -0.886 -1.991
C2 -0.283 -0.929 -2.577
C3 -2.878 -1.342 -2.849
C4 -0.075 -1.494 -3.987
H2 -3.819 -0.909 -2.510
H3 -2.983 -2.426 -2.809
H4 -2.766 -1.045 -3.891
H5 0.942 -1.856 -4.136
H6 -0.264 -0.728 -4.738
H7 -0.728 -2.343 -4.187
H8 -2.847 -0.158 0.720
H9 2.425 0.067 -1.678
O4 0.216 -2.329 0.466
H10 -0.608 -1.774 0.313
H11 0.965 -1.834 0.008
C5 2.977 2.714 -1.430
H12 2.776 2.628 -0.371
H13 2.220 2.354 -2.112
H14 2.919 3.794 -1.574
O5 -0.944 2.145 -0.104
H15 -1.264 1.369 -0.660
H16 -0.791 1.760 0.809
C6 -3.426 -2.913 3.873
C7 -3.754 -1.577 3.619
C8 -2.828 -0.721 3.003
C9 -1.572 -1.206 2.591
C10 -1.253 -2.555 2.903
C11 -2.171 -3.397 3.522
N3 -0.536 -0.339 2.080
N4 0.490 -0.462 2.793
C12 1.639 0.198 2.404
C13 2.472 0.649 3.442
C14 2.997 1.931 3.356
C15 2.511 2.742 2.343
C16 1.672 2.180 1.369
N5 1.489 0.828 1.228
H17 -4.133 -3.568 4.365
H18 -4.722 -1.202 3.923
H19 -3.089 0.320 2.860
H20 -0.273 -2.961 2.692
H21 -1.896 -4.421 3.749
H22 2.563 0.117 4.380
H23 3.592 2.354 4.156
H24 2.718 3.806 2.345
H25 1.180 2.870 0.694

The spin multiplicity is 5. The net charge is +1. As for the HOMO-LUMO gap (spin up / spin down): 3.78 / 5.58 eV. The total energy is -1378.31386 Eh. The strongest force on any atom comes out at 4.98 eV/A. Its lowest unoccupied orbital energy (spin up / spin down) is -4.19 / -6.39 eV. For the HOMO energy (spin up / spin down), the calculation gives -8.0 / -12.0 eV.

=====

# 2
This record from OMol25 describes the molecule C16H25N3OS. The level of theory is ωB97M-V with the def2-TZVPD basis set.

Atoms and positions in Å:
C1 2.931 -4.017 -0.764
O1 3.224 -3.911 -2.137
C2 3.543 -2.620 -2.579
C3 2.368 -1.627 -2.508
N1 1.172 -2.220 -3.075
C4 0.018 -2.418 -2.371
S1 -0.839 -3.813 -2.611
N2 -0.383 -1.455 -1.505
C5 -1.474 -1.700 -0.586
C6 -1.148 -1.028 0.748
N3 -0.989 0.393 0.523
C7 -1.057 1.249 1.648
C8 -0.702 0.816 2.922
C9 -0.782 1.677 4.000
C10 -1.202 2.979 3.812
C11 -1.579 3.427 2.553
C12 -2.053 4.839 2.377
C13 -1.528 2.556 1.464
C14 -2.009 3.007 0.117
C15 0.115 0.641 -0.383
C16 -0.184 -0.037 -1.720
H1 1.969 -3.559 -0.513
H2 2.877 -5.082 -0.549
H3 3.720 -3.559 -0.155
H4 4.389 -2.205 -2.008
H5 3.850 -2.749 -3.620
H6 2.655 -0.724 -3.063
H7 2.176 -1.351 -1.468
H8 1.370 -3.011 -3.676
H9 -1.591 -2.777 -0.458
H10 -2.409 -1.290 -0.987
H11 -1.970 -1.186 1.447
H12 -0.234 -1.493 1.158
H13 -0.353 -0.194 3.074
H14 -0.503 1.333 4.985
H15 -1.247 3.656 4.653
H16 -1.918 5.404 3.295
H17 -3.111 4.859 2.116
H18 -1.504 5.336 1.578
H19 -2.180 2.147 -0.524
H20 -1.285 3.667 -0.362
H21 -2.942 3.558 0.216
H22 0.237 1.715 -0.527
H23 1.061 0.242 0.028
H24 0.614 0.138 -2.438
H25 -1.113 0.388 -2.125

The net charge is 0. As for the HOMO-LUMO gap: 8.59 eV. The total energy is -1262.36288 Eh. The strongest force on any atom comes out at 0.64 eV/A. Its lowest unoccupied orbital energy is 0.65 eV. For the HOMO energy, the calculation gives -7.9 eV. The structure (SMILES) is COCCNC(=S)N1CCN(c2cccc(C)c2C)CC1.

=====

# 3
This record from OMol25 describes a structure of composition C16H25N5O6Pb in a non-equilibrium geometry. The level of theory is ωB97M-V with the def2-TZVPD basis set.

Atoms and positions in Å:
O1 -4.018 0.231 0.978
H1 -4.902 0.531 0.791
Pb1 -1.484 -0.193 0.176
N1 0.771 -0.906 -1.602
N2 -1.423 -2.367 -1.420
N3 0.511 1.374 0.864
N4 -1.846 1.353 2.038
O2 1.909 -0.280 -1.599
O3 1.775 1.349 0.392
O4 -2.937 1.612 2.590
O5 -2.423 -3.052 -1.183
C1 -0.342 -2.957 -2.019
C2 0.849 -2.175 -2.081
C3 0.423 1.948 2.074
C4 -0.848 1.953 2.696
C5 2.167 -2.722 -2.477
H2 2.872 -2.790 -1.632
H3 2.617 -2.075 -3.240
H4 2.063 -3.709 -2.922
C6 -0.442 -4.372 -2.415
H5 -1.387 -4.531 -2.949
H6 -0.447 -5.040 -1.536
H7 0.371 -4.656 -3.089
C7 1.607 2.456 2.777
C8 -1.180 2.521 4.019
H8 2.417 2.560 2.061
H9 1.898 1.745 3.559
H10 1.376 3.417 3.236
H11 -1.732 1.818 4.656
H12 -1.830 3.402 3.937
H13 -0.267 2.822 4.531
H14 1.717 0.730 -0.432
H15 -3.700 0.908 1.483
C9 -2.947 0.873 -1.089
H16 -2.787 -0.006 -1.761
H17 -2.258 1.746 -1.053
H18 -3.994 1.227 -1.185
O6 1.577 2.242 -2.941
H19 1.575 2.930 -2.270
H20 1.713 1.395 -2.431
N5 0.011 -1.748 1.565
C10 1.145 -2.023 1.726
C11 2.466 -2.411 2.029
C12 3.543 -1.915 1.283
C13 4.857 -2.304 1.620
C14 5.031 -3.178 2.702
C15 3.970 -3.677 3.442
C16 2.666 -3.294 3.110
H21 3.364 -1.229 0.453
H22 5.701 -1.922 1.043
H23 6.048 -3.479 2.974
H24 4.105 -4.372 4.293
H25 1.794 -3.648 3.655

The net charge is 0. As for the HOMO-LUMO gap (spin up / spin down): 5.79 / 6.04 eV. The total energy is -1542.35585 Eh. The strongest force on any atom comes out at 5.86 eV/A. Its lowest unoccupied orbital energy (spin up / spin down) is -1.44 / -1.20 eV. For the HOMO energy (spin up / spin down), the calculation gives -7.2 / -7.2 eV.

=====

# 4
This record from OMol25 describes the molecule C16H25NO. The level of theory is ωB97M-V with the def2-TZVPD basis set.

Atoms and positions in Å:
C1 3.411 0.266 -3.489
C2 2.655 0.863 -2.301
C3 1.946 2.158 -2.703
C4 1.664 -0.122 -1.729
C5 1.729 -0.497 -0.395
C6 0.813 -1.370 0.163
C7 -0.210 -1.896 -0.617
O1 -1.148 -2.795 -0.193
C8 -1.600 -2.759 1.145
C9 -2.844 -1.876 1.299
C10 -2.579 -0.422 0.906
N1 -1.458 0.145 1.616
C11 -0.989 1.403 1.068
C12 0.009 1.870 2.119
C13 -0.658 1.456 3.438
C14 -1.685 0.386 3.032
C15 -0.268 -1.544 -1.966
C16 0.651 -0.670 -2.508
H1 2.735 0.059 -4.314
H2 3.895 -0.664 -3.200
H3 4.173 0.960 -3.837
H4 3.384 1.103 -1.519
H5 1.427 2.587 -1.848
H6 2.666 2.885 -3.072
H7 1.216 1.969 -3.487
H8 2.517 -0.098 0.229
H9 0.910 -1.628 1.205
H10 -1.853 -3.793 1.400
H11 -0.823 -2.407 1.825
H12 -3.177 -1.933 2.336
H13 -3.640 -2.265 0.661
H14 -2.342 -0.382 -0.161
H15 -3.505 0.165 1.067
H16 -0.533 1.238 0.090
H17 -1.809 2.136 0.959
H18 0.206 2.939 2.065
H19 0.947 1.333 1.983
H20 0.071 1.067 4.147
H21 -1.158 2.305 3.904
H22 -1.552 -0.544 3.590
H23 -2.712 0.748 3.216
H24 -1.052 -1.969 -2.573
H25 0.569 -0.408 -3.552

The net charge is 0. As for the HOMO-LUMO gap: 8.99 eV. The total energy is -754.65528 Eh. The strongest force on any atom comes out at 0.64 eV/A. Its lowest unoccupied orbital energy is 0.93 eV. For the HOMO energy, the calculation gives -8.1 eV. The structure (SMILES) is CC(C)c1ccc(OCCCN2CCCC2)cc1.

=====

# 5
This record from OMol25 describes the molecule C16H25NO2. The level of theory is ωB97M-V with the def2-TZVPD basis set.

Atoms and positions in Å:
C1 -3.416 -0.548 3.360
O1 -2.046 -0.722 3.622
C2 -1.154 0.077 2.966
C3 -1.487 1.077 2.064
C4 -0.496 1.818 1.437
C5 0.844 1.568 1.692
O2 1.896 2.234 1.123
C6 1.717 2.839 -0.141
C7 1.310 1.834 -1.222
C8 2.324 0.673 -1.308
N1 1.852 -0.609 -1.761
C9 1.384 -0.714 -3.124
C10 -0.125 -0.493 -3.293
C11 -0.887 -1.445 -2.376
C12 -0.444 -1.259 -0.924
C13 -1.129 -2.259 0.001
C14 1.085 -1.420 -0.842
C15 1.175 0.575 2.616
C16 0.194 -0.155 3.245
H1 -3.758 0.452 3.647
H2 -3.930 -1.291 3.968
H3 -3.649 -0.722 2.304
H4 -2.517 1.298 1.832
H5 -0.794 2.598 0.752
H6 0.987 3.658 -0.085
H7 2.696 3.268 -0.372
H8 1.231 2.357 -2.176
H9 0.330 1.433 -0.970
H10 3.147 0.970 -1.966
H11 2.742 0.516 -0.310
H12 1.944 -0.007 -3.740
H13 1.621 -1.728 -3.472
H14 -0.382 0.539 -3.050
H15 -0.400 -0.671 -4.334
H16 -1.963 -1.277 -2.466
H17 -0.683 -2.476 -2.680
H18 -0.722 -0.253 -0.594
H19 -0.831 -2.088 1.033
H20 -0.862 -3.278 -0.273
H21 -2.211 -2.160 -0.067
H22 1.421 -1.210 0.175
H23 1.321 -2.469 -1.068
H24 2.218 0.394 2.825
H25 0.446 -0.927 3.955

The net charge is 0. As for the HOMO-LUMO gap: 8.57 eV. The total energy is -829.87921 Eh. The strongest force on any atom comes out at 0.56 eV/A. Its lowest unoccupied orbital energy is 0.82 eV. For the HOMO energy, the calculation gives -7.8 eV. The structure (SMILES) is COc1ccc(OCCCN2CCC[C@@H](C)C2)cc1.

=====

# 6
This record from OMol25 describes a structure of composition C16H26B2N6O2Sn in a non-equilibrium geometry. The level of theory is ωB97M-V with the def2-TZVPD basis set.

Atoms and positions in Å:
H1 -0.094 3.794 -0.715
N1 -0.264 2.024 -1.912
B1 -0.621 0.418 -3.921
N2 -0.317 1.788 -3.264
C1 -0.097 2.945 -3.909
Sn1 -0.639 0.473 -0.515
H2 0.001 2.933 -4.983
C2 -0.015 3.955 -2.967
H3 0.103 5.011 -3.168
C3 -0.119 3.359 -1.704
H4 -0.469 0.443 -5.106
C4 -3.505 -3.147 1.378
H5 -3.018 -3.437 2.318
H6 -2.903 -2.369 0.873
H7 -3.596 -4.019 0.719
N3 -2.087 0.016 -3.547
N4 0.288 -0.666 -3.254
N5 -2.304 -0.118 -2.187
N6 0.516 -0.742 -1.898
C5 -3.225 -0.243 -4.217
C6 0.955 -1.650 -3.869
H8 -3.274 -0.183 -5.293
H9 0.911 -1.693 -4.952
C7 -4.207 -0.557 -3.280
C8 1.618 -2.386 -2.898
C9 -3.589 -0.457 -2.020
C10 1.354 -1.775 -1.674
H10 -5.221 -0.828 -3.463
H11 2.223 -3.258 -3.062
H12 -4.008 -0.609 -1.036
H13 1.709 -2.004 -0.676
H14 -4.479 -2.729 1.585
C11 3.123 1.562 2.803
C12 2.318 0.255 2.735
C13 3.267 -0.881 3.078
O1 1.880 0.067 1.390
B2 0.544 0.397 1.399
O2 -0.037 0.620 2.630
C14 0.973 0.309 3.583
C15 0.604 -1.029 4.243
C16 0.913 1.376 4.666
H15 3.935 1.525 2.062
H16 3.599 1.657 3.792
H17 2.513 2.458 2.607
H18 4.119 -0.869 2.381
H19 3.660 -0.700 4.090
H20 2.784 -1.868 3.032
H21 1.279 -1.204 5.095
H22 -0.418 -0.956 4.642
H23 0.641 -1.881 3.544
H24 1.159 2.379 4.289
H25 -0.101 1.394 5.093
H26 1.616 1.097 5.463

The net charge is +2. As for the HOMO-LUMO gap: 6.64 eV. The total energy is -1367.86666 Eh. The strongest force on any atom comes out at 4.60 eV/A. Its lowest unoccupied orbital energy is -8.99 eV. For the HOMO energy, the calculation gives -15.6 eV.

=====

# 7
This record from OMol25 describes a structure of composition C16H26Br4F9FeO6 in a non-equilibrium geometry. The level of theory is ωB97M-V with the def2-TZVPD basis set.

Atoms and positions in Å:
Fe1 9.538 18.861 -0.262
C1 12.183 18.457 -0.032
O1 11.370 17.678 -0.876
O2 11.288 19.178 0.667
C2 13.137 17.593 0.836
F1 13.125 16.290 0.405
F2 14.414 17.993 0.691
F3 12.829 17.579 2.102
C3 11.811 16.999 -2.037
C4 10.894 15.848 -2.338
H1 11.319 15.293 -3.180
H2 10.803 15.122 -1.527
H3 9.893 16.163 -2.614
H4 12.845 16.660 -1.951
H5 11.835 17.656 -2.917
H6 12.820 19.194 -0.553
C5 7.816 19.226 -2.296
O3 7.387 18.771 -0.988
O4 9.109 19.437 -2.129
C6 7.390 18.137 -3.285
F4 6.029 18.103 -3.361
F5 7.820 18.392 -4.518
F6 7.776 16.915 -2.917
C7 6.133 19.190 -0.448
C8 5.892 18.383 0.825
H7 5.628 17.369 0.525
H8 6.696 18.352 1.561
H9 5.078 18.877 1.364
H10 5.296 18.928 -1.097
H11 6.126 20.261 -0.226
H12 7.245 20.139 -2.535
C9 9.614 18.400 4.785
O5 10.722 17.808 5.567
O6 10.035 19.433 4.185
C10 9.046 17.321 3.849
F7 8.606 16.182 4.431
F8 7.985 17.801 3.138
F9 9.942 16.918 2.912
C11 10.441 16.865 6.558
C12 11.756 16.258 7.029
H13 12.190 15.681 6.205
H14 12.512 16.992 7.301
H15 11.517 15.501 7.783
H16 9.830 15.994 6.292
H17 9.891 17.330 7.395
H18 8.814 18.676 5.526
Br1 5.213 13.918 3.955
C13 4.232 15.565 4.335
C14 4.938 16.739 3.700
Br2 4.200 18.418 4.358
H19 4.129 15.661 5.408
H20 3.270 15.414 3.855
H21 4.932 16.652 2.621
H22 5.965 16.798 4.048
Br3 3.525 16.731 -1.959
C15 2.867 17.827 -3.419
C16 3.290 17.170 -4.703
Br4 2.892 18.360 -6.200
H23 3.312 18.813 -3.328
H24 1.787 17.903 -3.347
H25 2.794 16.226 -4.906
H26 4.356 16.972 -4.719

The spin multiplicity is 5. The net charge is -1. As for the HOMO-LUMO gap (spin up / spin down): 5.63 / 5.63 eV. The total energy is -13535.30359 Eh. The strongest force on any atom comes out at 1.84 eV/A. Its lowest unoccupied orbital energy (spin up / spin down) is 1.85 / 1.84 eV. For the HOMO energy (spin up / spin down), the calculation gives -3.8 / -3.8 eV.

=====

# 8
This record from OMol25 describes a structure of composition C16H26Cl2CsN6OS4. The level of theory is ωB97M-V with the def2-TZVPD basis set.

Atoms and positions in Å:
Cs1 0.564 1.835 -1.447
O1 -3.266 5.579 -6.666
C1 -2.835 4.906 -5.749
S1 -2.383 3.216 -5.872
C2 -1.848 2.930 -4.196
C3 -1.938 4.007 -3.372
S2 -1.618 4.250 -1.661
S3 -2.571 5.496 -4.118
S4 -1.369 1.268 -3.961
Cl1 -0.616 2.422 1.927
C4 -0.215 4.113 1.549
Cl2 1.544 4.331 1.366
H1 -0.561 4.742 2.359
H2 -0.695 4.389 0.612
C5 -1.933 -2.714 2.242
N1 -2.188 -1.299 2.021
C6 -3.472 -0.882 2.589
C7 -3.815 0.359 1.786
N2 -3.200 0.039 0.517
C8 -3.251 0.990 -0.583
C9 -2.113 -0.777 0.706
N3 -1.237 -0.951 -0.202
C10 -0.110 -1.847 -0.092
C11 0.927 -1.450 -1.167
N4 2.074 -0.773 -0.578
C12 3.025 -1.359 0.018
N5 4.071 -0.630 0.598
C13 3.805 0.735 1.003
C14 4.775 -1.481 1.534
C15 4.598 -2.837 0.881
N6 3.267 -2.708 0.306
C16 2.832 -3.790 -0.556
H3 -2.047 -2.915 3.307
H4 -0.928 -3.001 1.955
H5 -2.649 -3.345 1.697
H6 -3.386 -0.704 3.661
H7 -4.227 -1.662 2.421
H8 -3.377 1.262 2.226
H9 -4.887 0.516 1.671
H10 -4.295 1.235 -0.784
H11 -2.805 0.563 -1.479
H12 -2.724 1.923 -0.358
H13 -0.422 -2.887 -0.261
H14 0.387 -1.803 0.885
H15 0.397 -0.716 -1.785
H16 1.202 -2.280 -1.815
H17 3.417 1.310 0.168
H18 4.740 1.186 1.337
H19 3.070 0.784 1.816
H20 4.301 -1.461 2.526
H21 5.819 -1.183 1.635
H22 4.638 -3.667 1.585
H23 5.354 -2.995 0.100
H24 3.199 -4.722 -0.126
H25 3.228 -3.701 -1.573
H26 1.748 -3.850 -0.603

The net charge is -1. As for the HOMO-LUMO gap: 4.27 eV. The total energy is -3562.41174 Eh. The strongest force on any atom comes out at 0.62 eV/A. Its lowest unoccupied orbital energy is 1.69 eV. For the HOMO energy, the calculation gives -2.6 eV.

=====

Question: Among the records above, which one has the highest net charge?
Answer: C16H26B2N6O2Sn

=====

Question: strongest force on any atom of number 3 (C16H25N5O6Pb)?
Answer: 5.86 eV/A

=====

Question: Number 5 is which compound?
Answer: C16H25NO2